No. 1
C14H12B2Cl5F4IrN4O4 as an isolated structure, computed with ωB97M-V/def2-TZVPD.

Properties
**Total charge**: +2
**M**: 767.37 g/mol
**LUMO level (alpha / beta)**: -10.9 / -10.9 eV
**Max |F|**: 0.1 eV/A
**HOMO energy (alpha / beta)**: -15.85 / -15.84 eV
**Total energy**: -106523.0845 eV
**Frontier orbital gap (alpha / beta)**: 0.1832 / 0.1829 hartree

Cartesian coordinates (Å):
Ir: 0.0532 0.0828 -0.0055
C: 4.0678 -0.4045 1.1478
C: 2.5979 -0.2533 1.0565
N: 1.9096 -0.6357 0.0125
O: 2.5213 -1.0824 -1.0706
B: 1.5992 -1.4487 -2.2562
F: 0.5958 -2.2832 -1.7829
F: 2.3801 -1.9092 -3.2267
O: 0.9390 -0.1543 -2.7894
N: 0.1072 0.4521 -1.9617
C: -0.4417 1.5957 -2.2840
C: -0.2664 2.2287 -3.6111
C: -1.2414 2.2281 -1.2062
N: -1.2762 1.5602 -0.0819
O: -1.8293 2.0946 0.9922
B: -1.7630 1.2311 2.2750
F: -2.3990 1.9028 3.2277
F: -2.2223 -0.0410 1.9629
O: -0.2850 1.1170 2.7176
N: 0.5164 0.4662 1.8930
C: 1.7995 0.3832 2.1339
C: 2.4242 0.8972 3.3740
C: -1.9155 3.5364 -1.3634
H: 4.4320 -1.0785 0.3782
H: 4.3505 -0.7712 2.1351
H: 4.5499 0.5685 1.0123
H: 0.4724 1.6934 -4.1991
H: 0.0346 3.2715 -3.4968
H: -1.2198 2.2247 -4.1478
H: 1.7045 1.4513 3.9682
H: 3.2762 1.5353 3.1331
H: 2.8067 0.0602 3.9655
H: -2.2153 3.7017 -2.3958
H: -1.2304 4.3412 -1.0766
H: -2.7776 3.5949 -0.7021
Cl: -2.7651 -0.4479 -1.7664
C: -2.2311 -1.6415 -0.7009
C: -1.0131 -1.4641 0.1101
C: -0.6821 -2.5815 1.0130
Cl: 0.6721 -2.5351 2.0178
C: -1.4542 -3.7115 1.0808
Cl: -1.0631 -4.9898 2.1237
C: -2.6120 -3.8282 0.2590
Cl: -3.5334 -5.1994 0.3398
C: -2.9899 -2.7806 -0.6294
Cl: -4.3831 -2.9768 -1.5752

=====

No. 2
C2H3N4 as an isolated structure in a non-equilibrium geometry, computed with ωB97M-V/def2-TZVPD.

Properties
**Total charge**: +1
**M**: 83.07 g/mol
**LUMO level (alpha / beta)**: -10.5 / -10.5 eV
**Max |F|**: 4.1 eV/A
**Energy above the lowest of the compared OMol25 structures with the same formula, charge and spin**: 432.7 kJ/mol
**HOMO energy (alpha / beta)**: -17.77 / -17.81 eV
**Total energy**: -8067.1026 eV
**Frontier orbital gap (alpha / beta)**: 0.2667 / 0.2676 hartree

Cartesian coordinates (Å):
C: 0.7289 -0.1099 1.2964
C: 0.0148 0.8513 -1.0526
N: -0.5726 -1.5342 1.3251
N: -0.7512 -0.9539 0.1711
N: 0.4188 -1.1156 2.0454
N: 0.1429 -0.0373 0.0898
H: -0.5862 0.2441 -1.7006
H: -0.2773 1.7734 -0.5625
H: 0.8821 0.8822 -1.6121